[1]
{"formula": "C30H64BINO12S9", "method": "ωB97M-V/def2-TZVPD", "total_charge": -1, "e_lumo_ev": 1.76, "homo_energy_ev": -4.42, "homo_lumo_gap_ev": 6.18, "energy_ha": -6044.63745, "elements": ["H", "H", "C", "H", "C", "C", "H", "S", "O", "O", "H", "C", "H", "H", "O", "S", "C", "O", "I", "H", "C", "S", "C", "H", "H", "H", "C", "H", "H", "C", "C", "O", "C", "C", "H", "B", "H", "S", "H", "S", "H", "H", "H", "C", "H", "C", "H", "C", "H", "H", "H", "H", "H", "S", "C", "O", "H", "H", "C", "H", "H", "H", "O", "H", "N", "H", "H", "H", "H", "H", "C", "H", "C", "H", "C", "C", "H", "H", "S", "C", "H", "H", "O", "H", "O", "C", "H", "H", "H", "C", "H", "C", "H", "C", "H", "H", "C", "O", "H", "H", "H", "H", "H", "H", "H", "O", "H", "H", "H", "S", "S", "C", "H", "H", "C", "O", "H", "C"], "xyz": [[-3.916728, -3.106941, 1.396463], [1.774463, -4.603166, -5.576870], [2.665442, 10.340740, -0.575823], [1.694555, -2.814346, -5.606391], [6.158777, 5.790032, 0.766582], [-3.532473, -0.969758, 4.433584], [-4.233905, 3.382883, 7.714115], [2.414565, -3.633918, -3.461877], [3.128474, 9.242322, 1.818529], [-2.845473, 0.196743, 1.121254], [-2.782824, 7.796649, 0.318632], [2.156609, 7.732976, -0.163562], [8.864102, 6.634336, 0.362958], [-7.173644, -5.065530, -3.537517], [-0.562373, 6.686730, -1.120782], [-1.932619, 6.077959, -1.146548], [-3.104311, 7.355214, -0.627816], [-1.312470, -1.609158, 1.284142], [0.620704, 0.545606, 0.783924], [5.274687, -0.618647, -8.614328], [-5.311572, 3.211164, 7.660804], [-6.018746, -3.521339, -2.098511], [-2.645819, -1.205488, 0.726775], [6.912458, -1.247421, -8.297113], [3.179647, 7.563189, -0.507869], [-10.056474, -0.438053, 3.503334], [3.936389, -4.308672, 1.221228], [7.840902, -7.686715, 4.763826], [3.197395, -2.025597, -8.895202], [-7.733768, -2.097684, 3.715949], [-2.358842, -1.599857, -0.837342], [3.058628, -4.917468, -3.029994], [-3.918197, -1.942522, 1.518731], [5.961044, -1.449346, -8.795530], [2.377612, -5.807974, 2.303936], [-0.172493, -1.491816, 0.311085], [-7.043218, -1.274522, 3.517861], [6.489866, -6.659582, 3.048252], [-4.887092, -1.410972, 1.108295], [2.063249, 9.283648, 0.763810], [7.602197, -4.627739, 2.449930], [1.475273, 7.774875, -1.016705], [-4.927453, 1.740506, 4.310212], [-3.159985, 1.065467, -0.022970], [-4.099314, 6.917062, -0.519104], [-2.100784, 5.054693, 0.336470], [8.202585, 5.994387, -1.173754], [-4.863320, 2.479729, 5.112594], [-5.380613, 3.391567, 4.804718], [-6.114684, -3.959200, -4.448561], [-5.346486, -5.590799, -1.055009], [-6.011171, -4.423336, 0.116956], [-3.022483, -1.161722, -1.695716], [6.601001, 7.367500, -0.002007], [2.706427, -1.985041, 0.065101], [5.580493, -6.057643, 4.077596], [-5.814455, 4.099156, 7.271450], [-3.127533, 4.690312, 0.414116], [7.373020, -8.027493, 3.837037], [6.133831, -1.566689, -9.868004], [1.857196, 6.915458, 0.497042], [-8.784751, 0.170019, 2.398081], [-8.161571, -2.303527, 1.083754], [-1.421244, 4.203633, 0.249537], [-3.320805, 1.923173, -0.991229], [0.248813, -4.693105, -3.567430], [0.497037, -3.804392, -2.042027], [6.228591, 4.983706, 0.032649], [6.828804, 5.592496, 1.606260], [-1.840623, 5.636489, 1.223895], [-9.588673, -0.559355, 2.523399], [-5.403456, -5.335260, -3.565984], [1.083586, -3.860284, 1.421046], [5.131657, 5.858423, 1.132618], [-3.762965, -1.462679, 3.113477], [-6.133993, -4.853776, -0.880048], [8.720590, 7.696501, -1.060806], [8.132100, -8.415794, 3.153775], [5.273523, -2.980855, -8.120906], [2.434371, -4.773136, 1.713544], [-8.260876, -1.927300, 4.657300], [-2.994644, -0.463771, 5.357616], [-4.821528, 0.650637, 7.062981], [1.967952, 10.299162, -1.415342], [4.901675, -2.716547, -6.692372], [-6.194517, -4.581749, -3.554303], [2.725820, 11.367397, -0.207090], [0.055330, -4.302815, 1.821292], [5.140098, -2.537315, 0.024609], [1.177094, -2.413462, 0.587648], [-7.172976, -3.033099, 3.780346], [3.748575, -2.947620, -9.094621], [-10.339632, -0.407030, 1.744145], [2.267397, -3.679369, -5.264922], [8.361996, -5.381704, 3.875612], [-5.692701, 2.989529, 8.660432], [0.642623, -3.774985, -3.124765], [5.769182, 7.513675, -1.241180], [3.270610, -3.641030, -5.695886], [3.135294, -3.805168, -8.808030], [3.657242, 10.011787, -0.894914], [-2.642504, -2.754382, -0.876287], [-3.812838, 2.696126, 5.321500], [0.121509, -2.906667, -3.534998], [3.992225, -3.017076, -10.157084], [-0.894852, -1.656451, -0.982322], [8.668975, -6.039337, 2.238415], [-7.115360, -5.329171, -0.948934], [4.919008, -4.907690, 1.435034], [-5.661407, 1.797848, 6.586167], [-8.932996, -2.238429, 2.368085], [4.061262, -2.897716, 0.387243], [-3.134193, 8.131129, -1.396869], [2.900157, -1.005897, -0.563646], [8.261127, 6.866575, -0.518130], [-4.607761, -3.013831, -2.078609], [6.654310, -8.818715, 4.064644], [7.928068, -5.572559, 2.891246]], "forces_ev_per_a": [[0.0, 2.4, 0.4], [-0.1, 0.0, 0.1], [0.2, 0.1, 0.0], [0.0, 0.0, 0.1], [-0.1, -0.1, -0.1], [-0.7, -3.1, -9.7], [-0.1, -0.1, -0.1], [-0.1, -0.3, 0.2], [-0.2, 0.1, -0.4], [-1.3, 3.3, -5.0], [0.1, -0.1, -0.1], [0.2, 0.0, 0.0], [-0.1, 0.0, 0.0], [0.0, 0.1, 0.1], [-0.6, -0.1, 0.1], [0.2, -0.1, 0.2], [0.0, 0.2, 0.1], [-2.9, 0.3, -0.1], [0.4, 1.7, -0.1], [0.0, -0.1, 0.0], [0.1, 0.0, 0.1], [0.3, 0.2, 0.1], [2.8, -2.5, 0.4], [-0.2, -0.1, 0.0], [0.0, 0.2, 0.1], [0.0, -0.1, -0.1], [-3.7, 3.1, -1.2], [-0.1, 0.1, -0.1], [0.1, -0.1, 0.1], [0.1, 0.0, -0.1], [-0.1, -2.8, 0.7], [-0.3, 0.4, -0.4], [0.7, 1.4, 1.0], [0.0, 0.2, 0.0], [0.0, 2.6, -1.4], [-2.0, -0.9, -0.3], [0.0, -0.1, 0.0], [-0.4, 0.3, 0.5], [1.8, -1.4, 0.8], [0.3, -0.3, 0.0], [-0.1, -0.2, 0.1], [0.0, 0.0, 0.2], [0.0, 0.0, 0.2], [0.2, 4.2, -4.2], [0.1, 0.0, 0.0], [0.1, 0.0, 0.1], [-0.1, 0.1, 0.1], [0.0, 0.0, -0.1], [0.0, -0.1, 0.1], [0.0, 0.0, 0.2], [0.0, 0.1, -0.1], [-0.1, 0.1, -0.2], [1.8, -0.1, 1.7], [-0.3, 0.0, -0.2], [0.4, -3.4, 1.8], [0.7, -0.4, -0.5], [0.0, -0.1, 0.0], [0.1, 0.0, -0.1], [0.1, -0.1, 0.1], [0.0, -0.1, 0.1], [-0.1, 0.2, -0.1], [0.0, -0.1, 0.0], [-0.3, 0.1, 0.5], [-0.1, 0.1, -0.1], [1.2, -7.5, 8.6], [0.2, 0.0, -0.1], [0.1, 0.1, -0.1], [0.0, 0.1, 0.0], [0.0, 0.1, -0.1], [0.0, 0.1, -0.1], [0.0, 0.1, -0.1], [0.0, 0.1, 0.1], [3.8, 0.7, -1.2], [0.1, 0.1, -0.1], [2.0, 3.2, 8.3], [0.1, -0.1, 0.1], [-0.2, -0.1, 0.1], [-0.1, 0.1, 0.0], [-0.1, 0.1, 0.5], [0.9, 2.8, -1.7], [0.0, 0.0, -0.1], [-1.7, -1.4, -2.4], [-0.3, 0.7, -0.1], [0.0, -0.1, 0.1], [0.3, 0.0, -1.0], [0.1, -0.1, -0.1], [-0.1, -0.2, 0.1], [2.4, 1.3, -1.0], [-2.7, -0.8, 0.8], [4.3, -3.8, 0.9], [-0.1, 0.1, -0.1], [-0.1, 0.1, 0.0], [0.1, -0.1, 0.1], [0.1, -0.2, -0.1], [-0.1, -0.1, 0.0], [0.0, -0.1, -0.2], [0.0, -0.1, 0.1], [0.4, -0.1, 0.4], [-0.2, 0.1, 0.2], [0.2, 0.1, 0.0], [-0.1, -0.1, 0.1], [0.1, 2.4, 0.2], [-0.1, -0.1, 0.1], [0.1, 0.0, 0.1], [0.1, 0.0, 0.1], [-1.0, 1.1, 0.0], [-0.1, 0.0, 0.0], [0.0, 0.1, 0.0], [-2.3, 1.1, -0.4], [0.4, -0.3, 0.0], [0.3, 0.1, -0.2], [-3.6, -1.4, 1.3], [0.1, -0.2, 0.0], [-0.7, -2.2, 1.5], [0.1, -0.1, -0.2], [-0.8, -0.5, -0.1], [0.0, 0.2, -0.1], [0.1, 0.1, 0.1]], "lowdin_charge": [0.125, 0.050, -0.274, 0.052, -0.260, 0.046, 0.057, 0.802, -0.582, -0.080, 0.053, -0.267, 0.049, 0.048, -0.572, 0.830, -0.281, -0.099, 0.745, 0.059, -0.280, 0.830, -0.363, 0.050, 0.035, 0.049, -0.087, 0.054, 0.060, -0.265, -0.090, -0.568, -0.059, -0.275, 0.074, -1.239, 0.048, 0.784, 0.127, 0.801, 0.050, 0.029, 0.037, -0.153, 0.049, -0.269, 0.056, -0.271, 0.050, 0.047, 0.058, 0.037, 0.133, 0.805, -0.080, -0.549, 0.048, 0.044, -0.280, 0.049, 0.054, 0.058, -0.575, 0.048, 0.100, 0.051, 0.038, 0.061, 0.052, 0.055, -0.276, 0.055, -0.016, 0.052, -0.055, -0.264, 0.046, 0.048, 0.822, -0.079, 0.052, 0.057, -0.572, 0.050, -0.553, -0.276, 0.043, 0.090, 0.074, -0.104, 0.053, -0.271, 0.047, -0.290, 0.055, 0.046, -0.262, -0.568, 0.000, 0.050, 0.051, 0.130, 0.063, 0.055, 0.048, -0.113, 0.050, 0.052, 0.031, 0.791, 0.801, -0.078, 0.044, 0.059, -0.281, -0.558, 0.048, -0.270]}

=====

[2]
{"formula": "C30H64F3NO11S", "method": "ωB97M-V/def2-TZVPD", "total_charge": 0, "e_lumo_ev": 0.20, "e_above_lowest_kcal_mol": 0.0, "homo_energy_ev": -8.55, "homo_lumo_gap_ev": 8.75, "energy_ha": -2761.58002, "elements": ["H", "C", "C", "H", "C", "O", "C", "C", "H", "C", "C", "C", "H", "C", "C", "H", "O", "H", "H", "H", "C", "H", "H", "H", "H", "O", "C", "O", "H", "H", "H", "C", "H", "C", "H", "C", "C", "O", "H", "H", "H", "H", "H", "F", "H", "H", "H", "F", "O", "O", "O", "H", "H", "S", "C", "H", "H", "H", "H", "H", "H", "H", "C", "H", "H", "O", "H", "H", "C", "F", "H", "N", "C", "O", "H", "H", "H", "H", "H", "H", "C", "H", "H", "H", "C", "H", "H", "H", "H", "H", "C", "C", "H", "C", "H", "C", "C", "H", "H", "H", "H", "O", "H", "C", "C", "H", "H", "H", "C", "H"], "xyz": [[2.713907, -2.553623, -0.891430], [-1.233696, 3.858052, 0.698208], [-2.839026, 1.045425, 1.085731], [3.464790, -1.260524, 1.634059], [-0.811969, -1.279374, 1.383824], [-1.292806, 2.789107, 2.789993], [1.615618, 6.272460, 3.381297], [8.654340, 0.732067, 2.292739], [9.349649, 2.981702, 0.829384], [8.485998, 3.105070, 1.483972], [-0.034155, 8.169247, 3.387813], [-6.253155, -4.769336, -6.744119], [9.521435, 0.539179, 1.659794], [-1.521126, -0.642117, 2.597084], [-3.088231, -4.976363, 1.903455], [-2.284296, -0.714053, -4.984254], [4.259520, -0.978600, -1.130537], [1.080694, -3.060016, -1.196936], [-0.841012, -0.016764, 3.177790], [0.204652, -1.186260, -0.746229], [-2.126918, -1.259465, -2.898291], [1.690556, 6.286305, 4.469016], [6.663715, 2.178103, 3.055121], [-0.790632, -2.357656, 1.524506], [7.583269, 2.882668, 0.908730], [-2.051170, -0.584503, -1.624979], [-3.290881, -2.236151, -2.886854], [0.788219, 1.292813, -2.674620], [-1.332455, 4.884658, 1.050553], [-0.034120, 1.146857, 1.651914], [-5.243888, -3.257481, -8.837660], [1.206847, 0.184866, -2.348206], [-4.938695, -5.660747, 1.025435], [-2.219329, -5.247534, 0.683743], [-4.236489, -1.708141, -2.721562], [1.078607, 1.206242, -0.085686], [0.658755, -0.854437, 1.245983], [-3.467485, -3.598387, 1.938892], [0.705244, 8.862986, 2.978744], [2.926878, -0.084211, 2.882262], [-0.520622, 6.078724, 3.293630], [8.428845, 4.149317, 1.792394], [-1.943448, 0.989240, 0.460991], [4.992559, 2.229073, 0.012287], [-1.796998, -1.452663, 3.270644], [-7.202579, -4.246416, -6.599097], [-3.362511, -2.775595, -3.827432], [5.161738, 0.353595, 1.075875], [1.228157, -0.886363, -2.940479], [3.784274, 1.177593, -2.108744], [-3.048048, 2.424958, 1.462306], [-1.385014, -1.106136, 0.475397], [1.358232, -2.611766, 2.274088], [3.554322, 0.262919, -1.032539], [-2.825164, 0.098511, 2.290190], [1.802686, 5.255909, 3.033110], [-1.188217, -1.800412, -3.017363], [2.404225, 6.909758, 2.972218], [-1.715155, 3.748424, -0.268230], [-6.147533, -5.487075, -5.930281], [-4.154752, -4.320175, -6.836008], [0.941067, -1.312431, 3.335141], [-5.224556, -2.767292, -7.863537], [3.310185, -1.696319, 3.362924], [-2.771990, -5.031068, -0.234453], [0.166530, 6.683974, 1.488615], [-0.005435, 8.236900, 4.475836], [-5.854994, -2.620831, -5.361754], [1.149639, -1.161242, -0.206201], [3.391707, 1.585395, 1.351272], [-2.876684, -0.097646, -1.526622], [0.785427, 0.645298, 1.299815], [-5.097178, -3.780620, -6.736595], [-5.032756, -3.108829, -5.477511], [-3.163593, 0.360075, -3.878520], [-3.982239, -3.414696, 1.145313], [-6.143972, -2.185985, -7.750866], [1.652823, 2.124043, 0.001368], [7.755452, 0.442652, 1.742573], [-3.676281, 0.788650, 0.442840], [-2.250500, -0.232817, -4.006588], [1.537321, 0.991117, 1.897012], [-3.029069, 0.719267, 3.162111], [-6.301407, -5.316066, -7.686632], [8.577891, 2.195031, 2.699493], [-4.390024, -2.066314, -7.842952], [9.458019, 2.459190, 3.286732], [-1.400839, 0.451032, -3.978909], [-1.893307, -6.287707, 0.652574], [8.717070, 0.092481, 3.173636], [1.715545, -2.561862, -0.470355], [2.888962, -1.118356, 2.544317], [-4.939500, -5.652485, 2.785948], [1.794832, 0.092573, -0.824556], [-0.166306, 3.675392, 0.631166], [-1.851310, 2.991700, 1.751404], [1.420587, -1.534539, 2.379483], [-4.058395, -6.916488, 1.912189], [-1.015218, 8.497391, 3.044178], [-1.335813, -4.607298, 0.688843], [-3.652919, -0.605167, 2.242620], [7.453841, 2.406674, 3.555870], [0.837522, 7.270153, 1.122999], [4.309827, 1.172185, 0.444679], [0.250202, 6.752353, 2.915115], [1.724864, -3.192080, 0.416460], [-3.176762, -2.959119, -2.074722], [0.141643, 1.481127, -0.554110], [-4.325920, -5.859308, 1.908887], [-2.510143, -5.151565, 2.811834]], "forces_ev_per_a": [[0.1, 0.1, 0.1], [-0.5, 0.2, -0.1], [-0.5, -0.3, 0.1], [0.1, 0.0, 0.0], [-0.1, 0.4, 0.4], [0.4, -0.5, 0.9], [0.0, -0.2, 0.0], [0.1, -0.1, 0.1], [0.0, 0.0, 0.0], [0.0, 0.1, 0.1], [-0.2, 0.0, 0.0], [0.1, -0.1, 0.1], [0.0, 0.0, 0.0], [-0.2, -0.7, -0.1], [-0.2, -0.1, -0.5], [0.0, 0.0, 0.0], [-0.4, -0.3, 0.9], [0.0, 0.0, -0.1], [0.0, 0.2, -0.1], [0.0, 0.2, -0.1], [-0.3, 0.0, -0.2], [0.0, 0.0, 0.0], [0.0, 0.0, 0.0], [0.0, -0.1, -0.1], [0.0, -0.1, 0.0], [0.1, -0.1, 0.1], [0.1, -0.1, 0.2], [-0.1, 0.3, 0.4], [0.0, 0.1, -0.2], [-0.2, -0.4, 0.2], [0.0, 0.0, 0.0], [0.1, 0.1, -1.2], [0.1, 0.0, -0.1], [0.1, 0.1, 0.1], [0.0, 0.0, -0.1], [0.5, 0.2, 0.4], [0.0, -0.9, -0.4], [0.1, 0.1, 0.2], [0.1, 0.0, 0.0], [0.3, 0.1, -0.1], [0.0, 0.0, -0.1], [0.0, 0.0, 0.0], [0.1, -0.1, 0.0], [-0.4, -0.3, 0.3], [0.0, 0.0, 0.2], [0.0, 0.0, -0.1], [-0.1, 0.0, 0.0], [-0.2, 0.4, 0.0], [0.1, -0.6, 0.0], [-0.3, 0.5, 0.5], [-0.1, 0.0, -0.3], [0.2, 0.1, -0.1], [-0.2, -0.1, -0.3], [0.6, 0.2, -1.7], [0.3, 0.4, 0.4], [0.0, 0.0, 0.0], [0.1, 0.1, 0.2], [0.0, 0.1, 0.0], [0.0, 0.0, -0.1], [0.0, 0.0, 0.0], [0.1, 0.0, 0.1], [-0.3, 0.0, 0.0], [0.2, 0.1, 0.0], [0.3, -0.1, -0.1], [0.0, -0.1, 0.0], [-0.2, -0.2, 0.1], [0.0, 0.0, 0.0], [0.0, 0.0, 0.0], [-0.3, -0.6, 0.1], [0.4, 0.3, -0.1], [0.0, 0.1, -0.1], [0.1, 1.6, 0.0], [-0.4, 0.2, -0.1], [0.2, -0.1, 0.0], [-0.1, -0.1, 0.0], [0.0, 0.0, 0.0], [-0.1, -0.1, 0.0], [-0.1, 0.1, 0.1], [0.0, 0.1, -0.1], [-0.1, 0.2, -0.1], [0.2, 0.2, 0.0], [0.1, -0.6, 0.1], [-0.2, 0.0, 0.0], [0.0, 0.0, 0.0], [-0.3, -0.1, -0.4], [0.0, 0.0, 0.0], [-0.1, 0.0, 0.1], [0.0, -0.1, 0.0], [0.0, 0.0, 0.0], [0.0, 0.0, 0.0], [0.1, -0.2, -0.1], [-0.8, -0.1, 0.2], [0.0, 0.0, 0.0], [-1.0, -0.1, 0.4], [0.1, 0.0, 0.0], [0.3, 0.3, -0.5], [0.8, 0.7, 0.5], [0.0, 0.0, 0.0], [0.0, 0.0, 0.0], [0.0, 0.0, 0.0], [0.0, -0.2, -0.3], [0.1, 0.1, 0.2], [0.0, 0.0, 0.0], [0.7, -0.3, -0.1], [0.4, 0.3, 0.0], [0.1, 0.1, 0.1], [0.1, 0.0, 0.0], [-0.1, -0.4, -0.3], [-0.1, 0.0, 0.2], [0.0, 0.1, 0.0]], "lowdin_charge": [0.067, 0.040, -0.149, 0.070, -0.104, 0.119, -0.057, -0.058, 0.081, -0.057, -0.061, -0.064, 0.081, -0.171, -0.493, 0.084, -0.253, 0.085, 0.102, 0.114, -0.462, 0.082, 0.072, 0.113, 0.068, -0.080, -0.054, 0.020, 0.081, 0.127, 0.080, -0.700, 0.082, -0.053, 0.082, -0.058, -0.340, -0.062, 0.082, 0.065, 0.134, 0.080, 0.102, 0.147, 0.113, 0.080, 0.061, 0.117, 0.039, -0.232, -0.013, 0.098, 0.111, 0.791, -0.138, 0.072, 0.131, 0.083, 0.101, 0.078, 0.139, 0.118, -0.062, 0.090, 0.077, -0.068, 0.081, 0.090, -0.211, 0.080, 0.071, 0.161, -0.493, -0.068, 0.082, 0.086, 0.081, 0.135, 0.066, 0.126, -0.041, 0.146, 0.119, 0.080, -0.495, 0.079, 0.136, 0.072, 0.083, 0.080, -0.007, -0.054, 0.079, -0.305, 0.080, -0.543, -0.164, 0.081, 0.080, 0.064, 0.110, -0.054, 0.091, -0.614, -0.496, 0.071, 0.065, 0.123, -0.061, 0.138]}

=====

Number 1 is which compound? C30H64BINO12S9

=====

Number 1 is which compound? C30H64BINO12S9

=====

What is the formula in the second record? C30H64F3NO11S